Entry 1:
This record from OMol25 describes C58H35BrCaI4N6O2 as an isolated structure in a non-equilibrium geometry. The level of theory is ωB97M-V/def2-TZVPD.

Geometry as XYZ:
```
107
Properties=species:S:1:pos:R:3
Ca -0.183 -0.426 0.248
I 6.464 -7.328 1.715
C 5.031 -5.821 1.577
C 4.228 -5.740 0.452
C 3.285 -4.718 0.363
C 3.139 -3.775 1.376
C 3.958 -3.884 2.500
C 4.899 -4.901 2.608
C 2.163 -2.638 1.292
C 1.008 -2.632 2.179
C 0.745 -3.478 3.308
C -0.535 -3.207 3.717
C -1.051 -2.195 2.840
C -2.360 -1.655 2.859
C -3.282 -2.153 3.935
C -4.401 -2.920 3.629
C -5.264 -3.364 4.626
C -5.003 -3.031 5.945
I -6.290 -3.687 7.447
C -3.892 -2.266 6.279
C -3.037 -1.833 5.270
C -2.868 -0.635 2.021
N -2.120 0.110 1.125
C -2.897 1.137 0.694
C -2.406 2.332 0.036
C -3.387 3.426 -0.273
C -4.025 4.143 0.739
C -4.917 5.167 0.441
C -5.174 5.477 -0.889
I -6.515 7.006 -1.347
C -4.548 4.786 -1.914
C -3.655 3.766 -1.596
C -1.071 2.638 -0.190
C -0.539 3.985 -0.395
C 0.808 3.901 -0.363
C 1.146 2.488 -0.209
N -0.009 1.756 -0.114
C 2.411 1.912 -0.390
C 2.573 0.486 -0.362
C 3.278 -0.310 -1.441
C 3.099 -1.782 -0.943
C 2.407 -1.642 0.379
N 1.979 -0.323 0.521
C 3.636 2.791 -0.483
C 4.525 2.811 -1.559
C 5.679 3.589 -1.534
C 5.954 4.367 -0.422
I 7.693 5.514 -0.367
C 5.085 4.383 0.661
C 3.941 3.593 0.625
C -4.227 0.981 1.233
C -4.198 -0.094 2.072
N -0.083 -1.884 1.909
H 4.325 -6.463 -0.347
H 2.650 -4.671 -0.516
H 3.863 -3.154 3.298
H 5.529 -4.967 3.487
H 1.430 -4.195 3.740
H -1.071 -3.673 4.534
H -4.598 -3.187 2.595
H -6.130 -3.964 4.371
H -3.693 -2.007 7.311
H -2.170 -1.231 5.520
H -3.810 3.902 1.775
H -5.401 5.719 1.238
H -4.749 5.036 -2.949
H -3.160 3.220 -2.392
H -1.140 4.882 -0.491
H 1.526 4.711 -0.446
H 4.258 0.049 -1.746
H 3.941 -2.467 -0.983
H 4.317 2.233 -2.443
H 6.350 3.591 -2.387
H 5.301 4.992 1.532
H 3.267 3.588 1.476
H -5.072 1.622 1.025
H -5.013 -0.467 2.678
C 0.078 -3.383 -1.334
O 0.658 -2.083 -1.541
C 1.995 -2.031 -2.058
C 2.332 -3.170 -2.961
C 2.916 -2.948 -4.122
Br 3.473 -4.405 -5.189
C 3.167 -1.609 -4.673
C 2.832 -0.513 -4.010
C 2.238 -0.576 -2.631
O 1.080 0.242 -2.656
C 3.044 0.807 -4.648
N 3.893 1.020 -5.616
C 3.763 2.373 -5.916
C 4.424 3.145 -6.878
C 4.070 4.474 -6.995
C 3.077 5.046 -6.174
C 2.422 4.302 -5.211
C 2.794 2.960 -5.103
N 2.346 1.932 -4.300
H -0.046 -3.907 -2.276
H -0.901 -3.229 -0.891
H 0.673 -3.980 -0.643
H 2.168 -4.184 -2.613
H 3.607 -1.514 -5.660
H 0.872 0.508 -1.750
H 5.193 2.701 -7.505
H 4.561 5.096 -7.737
H 2.819 6.091 -6.305
H 1.662 4.738 -4.572
H 1.584 1.940 -3.642
```

Values from the calculation:
HOMO-LUMO gap: 5.57 eV
highest occupied orbital energy: -6.908 eV
DFT total energy: -7152.7042 Eh
largest force on an atom: 1.87 eV/Å
ΔE to the lowest compared entry with this formula, charge and spin: 273.4 kJ/mol
LUMO energy: -1.341 eV

Entry 2:
This record from OMol25 describes C58H44AsIN2O2PSSn as an isolated structure. The level of theory is ωB97M-V/def2-TZVPD.

Geometry as XYZ:
```
111
Properties=species:S:1:pos:R:3
Sn 0.043 -0.627 0.705
I -2.919 -2.172 1.699
C -2.139 -3.920 0.805
C -3.037 -4.954 0.802
C -2.691 -6.208 0.264
C -1.438 -6.393 -0.228
C -0.484 -5.348 -0.211
C 0.815 -5.619 -0.698
C 1.748 -4.633 -0.735
C 1.412 -3.333 -0.300
C 0.180 -2.974 0.210
C -0.806 -4.029 0.281
H -4.026 -4.801 1.212
H -3.420 -7.011 0.254
H -1.143 -7.350 -0.648
H 1.042 -6.624 -1.041
H 2.745 -4.835 -1.111
H 2.182 -2.572 -0.388
O 1.741 0.461 -1.775
C 1.895 -0.125 -0.650
C 3.234 -0.388 -0.172
C 4.342 -0.248 -1.069
C 5.625 -0.520 -0.680
C 5.917 -0.913 0.658
C 4.868 -1.056 1.556
C 3.543 -0.839 1.170
P 2.179 -1.098 2.309
C 2.231 -2.858 2.846
C 3.217 -3.779 2.526
C 3.087 -5.111 2.907
C 1.964 -5.542 3.597
C 0.963 -4.630 3.918
C 1.096 -3.302 3.541
C 2.766 -0.282 3.864
C 3.342 0.987 3.775
C 3.768 1.656 4.912
C 3.640 1.070 6.166
C 3.094 -0.199 6.265
C 2.663 -0.870 5.124
H 4.120 0.076 -2.080
H 6.436 -0.425 -1.398
H 6.940 -1.097 0.974
H 5.080 -1.332 2.586
H 4.087 -3.463 1.963
H 3.864 -5.819 2.643
H 1.856 -6.587 3.868
H 0.071 -4.959 4.441
H 0.304 -2.587 3.761
H 3.435 1.455 2.807
H 4.200 2.647 4.820
H 3.969 1.596 7.055
H 2.997 -0.677 7.235
H 2.244 -1.860 5.227
O -0.058 0.752 3.757
N -0.514 1.955 3.589
C -1.535 2.360 4.385
C -2.072 3.621 4.332
C -1.527 4.532 3.428
C -0.501 4.122 2.610
C 0.019 2.807 2.618
S 1.214 2.308 1.503
H -1.885 1.593 5.060
H -2.900 3.878 4.981
H -1.915 5.543 3.358
H -0.069 4.797 1.883
N 0.289 -1.689 -2.997
C -0.889 -1.239 -3.563
C -2.125 -1.497 -2.953
C -3.310 -1.144 -3.580
C -3.299 -0.523 -4.824
C -2.075 -0.234 -5.419
C -0.886 -0.579 -4.801
H 1.081 -1.062 -3.091
H 0.206 -1.970 -2.031
H -2.135 -1.974 -1.976
H -4.253 -1.336 -3.078
H -4.229 -0.244 -5.307
H -2.050 0.285 -6.371
H 0.066 -0.342 -5.265
C -0.857 6.632 -0.562
C -2.033 5.925 -0.362
C -2.086 4.559 -0.630
C -0.966 3.884 -1.108
C 0.220 4.601 -1.278
C 0.276 5.960 -1.015
As -0.938 1.965 -1.632
C -0.991 2.475 -3.523
C 0.108 2.732 -4.328
C -0.081 3.111 -5.652
C -1.371 3.209 -6.167
C -2.471 2.929 -5.368
C -2.289 2.564 -4.039
C -3.353 2.212 -3.077
C -4.720 2.199 -3.328
C -5.607 1.827 -2.326
C -5.139 1.460 -1.068
C -3.771 1.465 -0.813
C -2.883 1.845 -1.809
H -0.813 7.694 -0.348
H -2.916 6.433 0.012
H -3.013 4.027 -0.462
H 1.113 4.072 -1.594
H 1.205 6.500 -1.159
H 1.108 2.604 -3.924
H 0.771 3.320 -6.285
H -1.516 3.492 -7.203
H -3.470 2.990 -5.789
H -5.102 2.474 -4.307
H -6.672 1.809 -2.531
H -5.836 1.172 -0.290
H -3.392 1.166 0.159
```

Values from the calculation:
HOMO-LUMO gap (spin up / spin down): 3.43 / 4.84 eV
spin multiplicity: 2
highest occupied orbital energy (spin up / spin down): 0.356 / -1.051 eV
DFT total energy: -5983.8564 Eh
largest force on an atom: 0.94 eV/Å
ΔE to the lowest compared entry with this formula, charge and spin: 42.2 kJ/mol
charge: -2
LUMO energy (spin up / spin down): 3.786 / 3.786 eV